A 16-piece molecular cluster, C21H34Cl30F2N3O2 overall in a non-equilibrium geometry. Source: the OMol25 dataset; level of theory: ωB97M-V/def2-TZVPD.

Geometry (Å):
O (-1.8566, -1.6956, 4.6462)
C (-2.2675, -2.0283, 3.5992)
F (-2.5753, -3.2860, 3.3511)
N (-2.4537, -1.2077, 2.4313)
C (-2.7379, 0.1372, 2.7061)
O (-2.5559, 0.9670, 1.8696)
F (-3.2484, 0.4453, 3.8612)
C (-1.2646, -1.3026, 1.5829)
C (-1.4163, -2.0043, 0.3850)
C (-0.2509, -2.0518, -0.3699)
C (0.8589, -1.4336, 0.1736)
N (0.8592, -0.7876, 1.3241)
N (-0.2137, -0.7033, 2.0672)
H (-2.3369, -2.4583, 0.0607)
H (-0.2158, -2.5744, -1.3089)
H (1.8064, -1.4913, -0.3860)
H (1.7047, -0.3499, 1.6760)
C (-5.8214, 2.4099, 2.3403)
Cl (-6.0049, 3.9616, 1.5201)
Cl (-7.0803, 1.2582, 1.8764)
H (-4.8582, 1.9929, 2.0748)
H (-5.8762, 2.5739, 3.4103)
C (3.8515, -3.0827, -2.9513)
Cl (2.6260, -2.7998, -1.6805)
Cl (3.4080, -4.4967, -3.8825)
H (3.8945, -2.2170, -3.6001)
H (4.8104, -3.2441, -2.4729)
C (-1.8649, 4.2314, 2.6219)
Cl (-2.1495, 4.1278, 4.3622)
Cl (-0.2865, 4.9340, 2.2696)
H (-1.9055, 3.2345, 2.2010)
H (-2.6338, 4.8542, 2.1775)
C (-0.4012, -6.3063, 0.0925)
Cl (-1.0747, -4.6464, 0.1409)
Cl (-0.6666, -7.1472, 1.6119)
H (-0.8907, -6.8490, -0.7080)
H (0.6641, -6.2344, -0.0939)
C (-0.5055, 8.5976, 3.9918)
Cl (-2.0594, 9.4170, 4.1903)
Cl (0.4814, 8.7041, 5.4521)
H (-0.6884, 7.5516, 3.7767)
H (0.0312, 9.0595, 3.1712)
C (5.1973, -7.0696, -6.6844)
Cl (4.0759, -7.3337, -5.3398)
Cl (4.8589, -5.5572, -7.5328)
H (6.2068, -7.0296, -6.2932)
H (5.1001, -7.8902, -7.3851)
C (-10.7103, 0.7685, 0.9352)
Cl (-12.0085, 1.0450, 2.0992)
Cl (-11.0321, -0.6434, -0.0798)
H (-10.6187, 1.6413, 0.2998)
H (-9.7874, 0.6029, 1.4771)
C (-2.1533, 2.7350, -0.9520)
Cl (-0.8514, 3.9242, -0.8360)
Cl (-1.8773, 1.5916, -2.2787)
H (-2.1834, 2.1769, -0.0251)
H (-3.0943, 3.2462, -1.1201)
C (6.5817, -5.1439, -11.3301)
Cl (5.2332, -6.2849, -11.3689)
Cl (7.8902, -5.7094, -10.2842)
H (6.9665, -5.0272, -12.3359)
H (6.2219, -4.1940, -10.9534)
C (2.0411, -0.6804, -5.8977)
Cl (3.6554, 0.0252, -5.7981)
Cl (1.5116, -1.2961, -4.3212)
H (1.3430, 0.0794, -6.2273)
H (2.0615, -1.5053, -6.6000)
C (2.2561, -9.1781, -2.0648)
Cl (1.1489, -9.2201, -0.6866)
Cl (2.0200, -7.7227, -3.0409)
H (3.2745, -9.1866, -1.6954)
H (2.0754, -10.0463, -2.6869)
C (-3.1892, -6.3057, -3.1577)
Cl (-1.4679, -5.8937, -3.1609)
Cl (-3.7720, -6.6195, -1.5191)
H (-3.7467, -5.4756, -3.5742)
H (-3.3334, -7.1953, -3.7587)
C (1.2250, 3.5254, 5.2082)
Cl (2.0300, 3.5878, 6.7740)
Cl (1.7613, 2.1199, 4.2593)
H (0.1557, 3.4526, 5.3650)
H (1.4584, 4.4277, 4.6569)
C (3.4932, 9.2660, 8.0044)
Cl (1.9194, 8.5468, 8.3589)
Cl (4.8228, 8.1701, 8.4026)
H (3.5377, 9.4966, 6.9481)
H (3.6010, 10.1715, 8.5896)
C (3.9538, 10.6316, 3.5331)
Cl (4.2884, 11.4355, 5.0701)
Cl (2.2751, 10.8558, 3.0280)
H (4.6017, 11.0549, 2.7752)
H (4.1468, 9.5709, 3.6424)

As for the charge: +1. The HOMO energy comes out at -0.4354 hartree. The calculation puts the HOMO-LUMO gap at 6.650 eV. For the electronic energy, the calculation gives -15140.4943 Eh. Its molar mass is 1462.108 g mol⁻¹. The calculation puts the LUMO energy at -5.2 eV.